(1)
Below is a molecular structure, C7H12O, with properties calculated with ωB97M-V/def2-TZVPD.

ORCA input file:
```
! wB97M-V def2-TZVPD RIJCOSX def2/J DEFGRID3
* xyz 0 1
H -2.210 -0.373 0.491
H 1.719 0.463 -1.211
H -0.128 2.449 1.080
H -0.570 -2.520 -2.121
H 1.483 1.616 0.363
C 0.266 -1.095 -0.897
C -0.096 0.124 -0.163
O -0.895 -1.407 -1.622
H -2.080 0.174 -1.189
H 0.370 0.751 -2.464
C 0.420 0.361 1.164
H -1.729 1.520 -0.106
C 0.600 -0.380 2.250
H 1.186 -1.661 -0.918
C 0.683 1.757 1.163
H 1.081 1.751 2.209
C -1.572 0.469 -0.119
C 0.733 0.230 -1.425
H 0.416 -1.462 2.014
H 1.413 -0.245 2.985
*
```

Calculated values
- HOMO-LUMO gap: 9.4092 eV
- ΔE to the lowest compared entry with this formula, charge and spin: 637.9 kJ/mol
- LUMO level: 0.0137 Ha

---

(2)
Below is 2 unconnected molecules or ions with the total composition C4H6F3N, with properties calculated with ωB97M-V/def2-TZVPD.

ORCA input file:
```
! wB97M-V def2-TZVPD RIJCOSX def2/J DEFGRID3
* xyz 0 3
F -2.402 0.198 0.107
H 0.248 1.915 0.767
N 1.559 -1.872 0.908
C -0.213 -0.564 -0.598
C 0.509 0.653 -1.065
F -0.972 -0.147 1.681
H -0.984 2.206 -0.491
F -0.624 -1.567 -1.357
H 0.987 -2.707 0.986
C -1.070 0.194 0.375
H 1.583 0.643 -0.890
H 0.328 0.887 -2.115
H 1.372 -1.312 1.740
C -0.319 1.472 -0.048
*
```

Calculated values
- HOMO-LUMO gap (spin up / spin down): 9.2476 / 9.6796 eV
- ΔE to the lowest compared entry with this formula, charge and spin: 0.0 kJ/mol
- LUMO level (spin up / spin down): 0.0383 / -0.0514 Ha

---

no.,energy (eV)
1,-9494.2076
2,-13883.2581